# 1
The following is a quantum chemistry calculation of the molecule C28H27N3O3S2 in a non-equilibrium geometry, from the Open Molecules 2025 dataset.

Values from the calculation:
energy relative to the best compared isomer or geometry (same formula, charge and spin) = 1.6 kJ/mol
spin multiplicity = 1
orbital gap = 8.76 eV
total energy = -2269.62421 a.u.
SMILES = CCc1cccc(CC)c1NC(=O)CSc1nc2ccc(N3C(=O)[C@@H]4[C@H](C3=O)[C@H]3C=C[C@@H]4C3)cc2s1
LUMO = 0.279 eV

```
63
C28H27N3O3S2, DFT the ωB97M-V functional and the def2-TZVPD basis
S 1.98 0.31 -4.17
S 0.00 -1.67 -3.00
O -4.67 -2.82 -0.95
O 4.08 3.31 -2.95
O -2.90 -1.19 2.91
N 3.35 1.52 -1.74
N 0.34 0.76 -2.11
N -3.57 -1.86 0.82
C 2.30 1.90 0.91
C -0.97 -1.13 -1.66
C -0.65 0.21 -1.34
C -7.10 -2.68 3.56
C 6.03 1.78 1.48
C 3.78 1.83 0.63
C -3.66 -1.80 2.21
C -4.56 -2.64 0.23
C -1.32 0.85 -0.30
C 6.98 2.27 -2.82
C -1.93 -1.83 -0.96
C 4.67 1.92 1.69
C -2.58 -1.17 0.08
C 6.21 1.09 -2.23
C -6.00 -1.72 3.18
C 3.33 2.37 -2.78
C -4.85 -2.62 2.63
C 4.27 1.60 -0.66
C 1.77 0.52 1.27
C -7.61 -3.17 2.43
C -5.44 -3.18 1.33
C 6.50 1.52 0.20
C -6.86 -2.54 1.28
C -6.57 -1.15 1.88
C -2.29 0.16 0.39
C 0.75 -0.07 -3.01
C 2.23 2.08 -3.80
C 5.64 1.42 -0.88
H -8.37 -3.92 2.31
H 6.89 0.24 -2.11
H 0.71 0.56 1.52
H -1.08 1.87 -0.07
H 6.72 1.86 2.30
H -7.33 -2.59 0.31
H 7.41 1.99 -3.79
H -2.81 0.64 1.20
H -5.67 -1.02 3.94
H 1.90 -0.18 0.45
H 7.56 1.38 0.04
H -2.17 -2.85 -1.21
H -4.55 -3.37 3.36
H -5.87 -0.56 1.30
H 2.13 2.58 1.75
H 7.79 2.57 -2.16
H 2.53 0.95 -1.58
H 1.76 2.30 0.05
H 2.48 2.56 -4.74
H -7.34 -2.94 4.57
H 4.29 2.10 2.68
H -5.50 -4.26 1.27
H 2.30 0.12 2.13
H -7.48 -0.58 2.04
H 1.27 2.47 -3.43
H 5.42 0.79 -2.92
H 6.31 3.11 -2.97
```

# 2
The following is a quantum chemistry calculation of a cluster of 2 separate species, C5H10O3 in total in a non-equilibrium geometry, from the Open Molecules 2025 dataset.

Values from the calculation:
energy relative to the best compared isomer or geometry (same formula, charge and spin) = 158.7 kJ/mol
spin multiplicity = 1
orbital gap = 10.19 eV
total energy = -422.19615 a.u.
SMILES = O=CCCCC=O.O
LUMO = 0.376 eV

```
18
C5H10O3, DFT the ωB97M-V functional and the def2-TZVPD basis
O -2.69 -0.83 1.26
O 1.86 -2.08 1.71
O 0.86 2.71 -0.18
C -1.26 0.15 -0.38
C -2.14 -0.91 0.19
C 0.11 -0.32 -0.95
C 1.24 -0.43 0.09
C 1.00 -1.55 1.05
H -1.03 0.85 0.39
H 1.28 2.74 0.69
H 0.80 3.62 -0.46
H 0.10 -1.30 -1.46
H 2.17 -0.57 -0.44
H -0.05 -1.89 1.19
H -2.27 -1.82 -0.43
H 1.38 0.51 0.62
H 0.35 0.34 -1.73
H -1.70 0.80 -1.14
```

# 3
The following is a quantum chemistry calculation of a cluster of 2 separate species, C4H12NO3 in total in a non-equilibrium geometry, from the Open Molecules 2025 dataset.

Values from the calculation:
energy relative to the best compared isomer or geometry (same formula, charge and spin) = 90.3 kJ/mol
total charge = -1
spin multiplicity = 1
orbital gap = 7.66 eV
total energy = -440.07374 a.u.
LUMO = 3.897 eV

```
20
C4H12NO3, DFT the ωB97M-V functional and the def2-TZVPD basis
O 0.53 3.02 -0.54
O -1.05 -1.92 1.81
O 1.88 0.96 -0.49
N -0.20 0.29 0.60
C -1.17 -1.95 0.41
C -0.52 -0.61 -1.80
C 1.31 0.16 0.42
C -0.98 -0.56 -0.29
H 0.41 -0.05 -1.80
H -0.48 -2.76 0.14
H -2.04 -0.28 -0.37
H -0.79 -1.04 2.16
H 1.51 -0.91 0.18
H 1.11 2.11 -0.68
H -0.42 1.27 0.46
H -2.18 -2.25 0.12
H 1.59 0.36 1.51
H -0.54 -1.62 -2.22
H -1.24 0.04 -2.31
H 1.10 3.79 -0.39
```

# 4
The following is a quantum chemistry calculation of a cluster of 2 separate species, C24H24F2O5 in total in a non-equilibrium geometry, from the Open Molecules 2025 dataset.

Values from the calculation:
energy relative to the best compared isomer or geometry (same formula, charge and spin) = 48.2 kJ/mol
spin multiplicity = 1
orbital gap = 3.04 eV
total energy = -1504.73740 a.u.
LUMO = -3.676 eV

```
55
C24H24F2O5, DFT the ωB97M-V functional and the def2-TZVPD basis
F -4.34 4.04 0.07
F -4.42 -2.50 4.13
O 1.80 -2.38 -2.15
O 3.48 1.37 -2.14
O -0.69 0.92 -1.99
O 3.62 -1.10 -2.19
O -0.39 -1.29 -2.19
C 5.78 -2.03 -2.35
C -1.01 -1.28 3.51
C -0.95 -3.31 4.89
C -2.35 -3.41 4.85
C -2.15 -2.79 -2.33
C -0.86 5.06 -0.32
C -2.97 4.02 0.12
C 1.54 0.03 -1.82
C -0.29 -2.26 4.25
C -1.84 -1.32 -2.30
C 1.47 2.56 -2.28
C -2.43 -1.36 3.51
C -0.90 0.78 2.09
C 2.29 -1.26 -2.06
C 2.25 1.29 -2.06
C -2.35 2.90 0.67
C -0.25 1.69 1.25
C 4.31 -2.35 -2.32
C -0.20 3.96 0.23
C -3.05 -2.42 4.16
C 0.09 -0.06 -2.00
C -0.93 2.83 0.70
C -0.30 -0.27 2.77
C -2.26 5.10 -0.40
H -3.23 -2.95 -2.34
H 6.06 -1.45 -1.46
H -0.28 5.91 -0.68
H -1.74 -3.28 -1.44
H 6.37 -2.95 -2.35
H 1.82 2.98 -3.23
H -1.72 -3.27 -3.22
H -2.80 5.92 -0.87
H 6.04 -1.45 -3.24
H -2.96 2.12 1.12
H 4.06 -2.96 -1.44
H -2.19 -0.81 -3.21
H 0.80 -2.20 4.27
H -1.97 0.95 2.26
H 0.88 3.99 0.40
H 0.39 2.39 -2.33
H -2.28 -0.84 -1.41
H -2.88 -4.22 5.34
H 4.00 -2.89 -3.23
H -0.37 -4.07 5.41
H 1.70 3.29 -1.51
H 0.83 1.59 1.08
H 0.80 -0.27 2.85
H -3.02 -0.63 2.96
```

# 5
The following is a quantum chemistry calculation of a structure of composition C3H9NO3 in a non-equilibrium geometry, from the Open Molecules 2025 dataset.

Values from the calculation:
energy relative to the best compared isomer or geometry (same formula, charge and spin) = 217.4 kJ/mol
spin multiplicity = 1
orbital gap = 9.21 eV
total energy = -400.13870 a.u.
LUMO = 0.136 eV

```
16
C3H9NO3, DFT the ωB97M-V functional and the def2-TZVPD basis
O 1.58 2.71 -0.40
O -2.25 0.56 -0.62
O -0.55 1.83 -0.33
N 0.74 -0.45 0.86
C 0.83 1.70 -0.38
C 0.30 -1.84 0.79
C 1.17 0.19 -0.34
H 1.06 -2.46 0.27
H 1.57 -0.33 1.46
H -3.03 0.00 -0.41
H 0.20 -2.22 1.83
H 0.54 -0.22 -1.16
H 2.23 0.04 -0.63
H -0.66 -1.96 0.27
H -2.64 1.43 -0.89
H -1.09 1.00 -0.32
```

# 6
The following is a quantum chemistry calculation of a structure of composition C41H38N5OPS2Ti, from the Open Molecules 2025 dataset.

Values from the calculation:
energy relative to the best compared isomer or geometry (same formula, charge and spin) = 11.4 kJ/mol
spin multiplicity = 3
orbital gap (spin up / spin down) = 5.07 / 7.44 eV
total energy = -3921.45289 a.u.
LUMO (spin up / spin down) = 0.412 / 0.411 eV

```
89
C41H38N5OPS2Ti, DFT the ωB97M-V functional and the def2-TZVPD basis
Ti -0.33 0.79 -0.71
S -0.28 0.59 1.88
S 0.02 2.98 -1.90
P -0.31 -2.23 -0.71
O 1.65 0.61 -0.58
N -2.72 -0.76 1.48
N 1.78 2.90 1.69
N -2.39 0.62 -0.45
N -1.61 -1.21 3.31
N 3.69 1.34 -0.06
C -1.24 -6.24 -0.77
C 0.43 -2.04 -4.74
C -0.10 6.50 0.09
C -2.56 -6.21 -1.18
C -1.23 6.39 0.88
C -2.97 1.18 -1.59
C 3.83 -3.12 1.15
C 3.02 2.53 2.02
C -3.43 -1.72 2.21
C 3.50 1.25 1.39
C 2.51 -2.65 -0.81
C -3.17 -4.99 -1.43
C -3.21 -0.23 0.24
C -4.18 0.84 -2.08
C 1.29 4.00 2.24
C 3.74 -2.89 -0.22
C 0.28 5.46 -0.74
C 2.67 -3.11 1.92
C 3.29 4.39 3.48
C -1.63 4.19 -0.03
C 1.34 -2.63 -0.05
C -2.00 5.23 0.81
C 2.00 4.78 3.14
C -4.45 -0.62 -0.21
C 1.45 -2.86 1.33
C -0.17 0.15 -3.92
C -0.52 -5.06 -0.62
C -0.28 -0.30 -2.60
C 0.32 -2.54 -3.45
C 0.17 -0.69 -4.97
C -0.48 4.28 -0.81
C -0.60 -1.16 4.34
C -2.47 -3.81 -1.28
C 2.75 1.03 -0.96
C 3.81 3.24 2.91
C -1.59 -0.45 2.17
C -1.13 -3.84 -0.88
C -0.04 -1.67 -2.41
C -2.74 -1.99 3.33
C -4.97 -0.11 -1.40
C 3.07 1.11 -2.41
H 4.81 2.89 3.16
H 4.79 -3.30 1.61
H 0.49 -3.59 -3.25
H -0.36 1.20 -4.14
H -4.21 -4.96 -1.75
H -5.06 -1.31 0.35
H -2.34 1.90 -2.11
H -2.23 3.29 -0.06
H 0.51 7.40 0.12
H -4.53 1.31 -3.00
H -1.53 7.20 1.53
H 2.45 -2.47 -1.88
H 4.64 -2.89 -0.82
H 0.52 -5.10 -0.31
H 2.72 0.19 -2.88
H 4.46 0.94 1.81
H 1.55 5.67 3.55
H -0.51 -0.14 4.72
H 2.49 1.93 -2.83
H -2.95 -2.67 4.13
H 3.87 4.98 4.18
H -3.11 -7.13 -1.30
H -0.75 -7.19 -0.57
H -4.35 -2.14 1.86
H -2.95 -2.86 -1.47
H 4.53 1.77 -0.40
H -2.89 5.13 1.42
H 4.13 1.26 -2.60
H 0.23 -0.30 -5.98
H 0.28 4.27 1.95
H 0.37 -1.46 3.94
H 0.55 -2.83 1.94
H -0.90 -1.83 5.14
H 2.73 -3.29 2.99
H 2.78 0.44 1.56
H -5.95 -0.41 -1.75
H 1.17 5.54 -1.35
H 0.71 -2.70 -5.55
```